(1)
Entry from OMol25: a 8-piece molecular cluster, C28H64BN7O13S2 overall (ωB97M-V with the def2-TZVPD basis set).

Computed properties:
SMILES string ... CCOB(O)[C@H]1OS(=O)(=O)O[C@H]1CSCC.CNC(C)=O.CNC(C)=O.CNC(C)=O.CNC(C)=O.CNC(C)=O.CNC(C)=O.CNC(C)=O
HOMO ... -8.36 eV
Gap between HOMO and LUMO ... 0.3051 hartree

The geometry in ORCA input format:
```
! wB97M-V def2-TZVPD RIJCOSX def2/J DEFGRID3
* xyz 0 1
O 4.37 2.02 7.46
H 1.30 1.67 2.10
C 4.29 0.42 5.69
C -2.13 5.95 3.89
N -2.60 7.02 3.19
O 0.58 -8.65 -3.45
H 3.75 3.15 -7.26
H 2.64 -3.90 0.58
O -2.82 -0.29 0.02
O -0.27 0.51 0.09
O -0.92 5.79 4.03
H 5.12 0.69 -2.60
C 4.40 -0.15 -2.46
C 2.87 3.52 4.40
N 0.69 -6.41 -3.56
H -1.87 7.61 2.83
H -6.45 0.64 1.48
H 0.65 -5.19 -5.28
H -9.70 1.01 -0.23
N 4.48 3.02 -4.60
H -4.13 7.41 1.84
H 7.55 -0.70 7.06
H 3.50 1.05 5.31
C 1.82 1.24 -1.18
C -3.75 -4.39 -1.20
H 0.75 -6.46 -2.55
C -6.42 0.82 0.40
C 1.15 -3.42 -0.96
H -5.10 -5.14 -2.46
N 5.83 0.33 7.60
H -9.61 -0.69 1.56
H -0.59 2.60 3.41
O 3.49 1.68 3.00
H 2.72 4.52 3.98
S -1.41 -0.69 -0.03
H 6.13 0.77 8.45
C -8.93 -0.73 0.71
C 6.48 -0.90 7.19
N -8.85 0.59 0.11
C 3.90 2.09 -5.40
C 0.37 0.65 -1.20
C 0.59 -7.64 -4.14
C -7.75 1.36 -0.07
H -4.67 6.68 3.36
H -2.46 -3.46 0.21
H 2.28 3.21 -6.26
H 5.48 4.83 -4.83
N -4.99 -4.42 -1.76
H -3.74 4.55 3.70
H 6.08 -1.28 6.26
C -3.98 7.38 2.92
H -0.40 -7.16 -5.98
H -2.61 4.21 5.01
C 2.62 2.47 3.36
H -0.07 3.73 2.14
H -4.16 8.38 3.33
H -0.28 -0.12 -3.15
H 4.21 -1.60 -0.83
H -6.96 -4.19 -1.14
C -3.48 -3.36 -0.14
S 2.89 0.28 -0.04
H -0.11 -4.52 -3.82
H 0.07 -3.22 -1.06
H -5.89 -2.83 -0.71
H 4.89 -1.02 -2.95
O -7.85 2.46 -0.59
H 2.22 1.42 -2.20
H -3.78 5.53 5.20
O -2.90 -5.19 -1.56
H 1.70 2.25 -0.72
C 4.45 4.47 -4.73
H -6.19 -0.10 -0.12
H -0.19 1.50 -1.65
C 0.04 -0.54 -2.17
H -6.42 -3.05 -2.39
H 1.39 -7.25 -6.09
C 3.11 2.59 -6.59
C -6.12 -3.57 -1.47
H 3.90 3.44 4.76
H 3.88 -0.58 5.86
O 4.02 0.90 -5.16
C 1.63 -3.43 0.54
C 0.23 3.24 3.07
H 3.88 4.79 -5.59
H 5.22 -0.19 -0.45
H -5.64 1.55 0.20
H 1.78 -2.37 0.83
N 1.39 2.40 2.79
H 6.36 -1.64 7.98
C 4.82 0.99 6.97
H 5.08 0.37 4.94
H 4.01 4.89 -3.82
H -9.34 -1.43 -0.03
H 0.90 -3.94 1.19
C 4.28 -0.51 -0.94
H 1.66 -4.62 -3.93
O 1.93 -2.42 -1.65
O -0.95 -1.69 0.95
O -1.20 -1.07 -1.64
H 0.42 -8.73 -5.96
H -7.96 -1.09 1.03
H 1.36 -4.44 -1.36
H 4.99 2.62 -3.83
H -3.61 -2.36 -0.56
C 0.49 -7.69 -5.64
H 2.70 1.74 -7.13
H 3.45 0.00 -2.99
H 2.20 3.38 5.25
O 1.44 -1.81 -3.94
C -3.14 5.00 4.49
H 1.34 -0.92 -4.30
H 0.44 3.99 3.82
B 1.16 -1.64 -2.55
C 0.72 -5.11 -4.20
H -4.16 -3.50 0.71
*
```

Mulliken atomic charge list, values in e, 99 entries: -0.663 -0.097 -0.867 0.788 -0.170 -0.661 0.391 0.358 -0.451 -0.027 -0.636 0.279 -0.748 -1.520 0.011 0.237 0.395 0.311 0.222 -0.071 0.282 0.269 -0.165 -0.788 0.581 0.134 -0.896 0.182 0.255 -0.170 0.272 0.290 -0.564 0.479 0.866 0.232 -0.760 -0.802 -0.156 0.912 -0.326 0.776 0.662 0.321 0.093 0.367 0.304 -0.126 0.357 0.320 -0.831 0.326 0.280 0.901 0.273 0.284 0.315 0.189 0.308 -0.714 0.049 0.153 0.277 0.101 0.268 -0.657 0.336 0.412 -0.674 0.448 -0.927 0.074 0.352 0.142 0.288 0.329 -1.443 -0.666 0.365 0.433 -0.623 -1.161 -0.959 0.352 0.486 0.298 0.115 0.140 0.275 0.698 0.372 0.284 0.269 0.360 -0.409 0.240 -0.237 -0.551 -0.211

---

(2)
Entry from OMol25: an isolated ion of composition C4H11N2O and charge +1 (ωB97M-V with the def2-TZVPD basis set).

Computed properties:
SMILES string ... CCNC(=O)C[NH3+]
Energy above the lowest of the compared OMol25 structures with the same formula, charge and spin ... 91.3 kJ/mol
HOMO ... -14.27 eV
Gap between HOMO and LUMO ... 0.3973 hartree

The geometry in ORCA input format:
```
! wB97M-V def2-TZVPD RIJCOSX def2/J DEFGRID3
* xyz 1 1
H 0.00 1.87 -0.13
H -2.31 -1.63 -0.96
H 0.32 -1.22 1.80
H 0.00 0.74 -1.43
H -1.01 -2.54 -0.13
H -2.53 -2.39 0.65
N 1.90 1.66 -1.04
C -1.85 -1.85 -0.01
H -1.96 -0.51 1.68
H 2.54 1.31 -0.27
H 2.28 1.32 -1.92
C 0.60 1.11 -0.61
N 0.03 -0.57 1.08
O 2.16 0.16 0.81
C 0.98 0.14 0.49
C -1.39 -0.59 0.76
H 1.95 2.68 -1.02
H -1.70 0.31 0.24
*
```

Computed Mulliken charges, given in elementary charges: 0.349 0.293 0.270 0.373 0.347 0.308 -0.225 -0.998 0.391 0.361 0.347 -0.873 -0.156 -0.671 0.726 -0.516 0.351 0.322

---

(3)
Entry from OMol25: C55H73As5BCuN6O8 as an isolated structure (ωB97M-V with the def2-TZVPD basis set).

Computed properties:
<S²> ... 0.758
HOMO (spin up / spin down) ... -10.41 / -10.50 eV
Gap between HOMO and LUMO (spin up / spin down) ... 0.3094 / 0.2479 hartree

The geometry in ORCA input format:
```
! wB97M-V def2-TZVPD RIJCOSX def2/J DEFGRID3
* xyz 1 2
H -1.23 -2.34 1.80
As 0.04 -0.09 -2.91
H 3.56 -1.31 2.04
H 0.70 -6.73 -0.56
H -1.86 4.91 -4.80
H 5.02 3.04 0.97
C -2.57 -5.84 0.08
C 2.20 -2.50 -1.64
C -2.13 4.82 -3.75
N 0.01 0.67 1.86
H -3.34 -3.59 2.21
H -3.55 2.08 -4.70
C -4.01 -7.36 -0.97
H -5.85 -7.17 2.00
C -1.14 4.53 -2.82
C -3.74 4.95 -1.99
H 4.73 -0.80 -3.10
H -1.79 -4.10 5.13
Cu 0.20 0.50 -0.29
H 1.51 1.82 -3.35
C -4.28 -0.32 -3.45
H -6.20 -5.70 2.95
O -4.24 -5.96 2.48
C -1.64 -5.58 1.22
C -4.18 -2.06 3.44
C 0.85 -0.81 -4.53
H 3.45 0.77 4.10
O 1.40 -4.78 5.61
C -1.88 -5.96 2.47
H 1.55 -4.46 -2.21
C 1.07 -6.15 0.29
H 0.06 2.42 -2.57
C 4.43 0.18 -0.54
H -4.85 -6.67 -1.01
N 1.18 1.22 2.30
O 1.45 -2.70 4.75
O -2.73 -5.06 -0.83
C 0.30 0.20 4.04
O 1.46 -1.92 1.39
H -1.23 -5.33 6.29
H -4.21 5.22 -4.07
H -2.07 -1.35 -2.57
C -3.44 5.00 -3.34
H 0.14 -0.20 5.02
H -1.77 -1.15 -4.28
H 1.33 -3.98 7.52
H -2.20 2.24 -2.44
C 3.99 -2.30 2.17
H -5.10 -2.61 3.62
C 2.58 1.36 4.38
H 2.93 5.01 2.07
C -2.82 -0.12 3.78
C 1.38 0.95 3.60
H -2.99 0.63 -5.55
H 5.40 -0.19 -0.81
C 4.14 1.18 0.36
H 0.28 -0.40 -5.36
O -3.15 -7.04 0.13
H 1.49 -2.40 -0.84
H 4.91 1.84 2.25
H 1.61 6.14 2.39
C -2.81 1.27 -4.68
C -6.59 0.73 -1.81
H -4.40 -0.97 -2.58
C -2.75 4.67 -1.06
H 2.81 2.73 2.10
H 2.60 -5.18 7.19
H -5.44 -7.12 3.73
H 0.05 2.08 -4.33
H -8.08 -0.40 -4.23
C -1.70 -5.16 5.32
H 2.08 -5.81 0.07
C 3.09 -1.46 -1.89
H 3.24 -4.70 -4.00
H -6.86 -1.59 -3.72
H -6.81 -0.89 -5.35
C -0.51 0.05 2.92
B 2.02 2.17 1.42
C 0.50 -4.50 3.48
C -3.50 -0.73 -0.15
C -1.82 -0.61 -3.33
H -6.56 -0.29 -1.41
C -2.88 1.96 0.80
C -5.52 -6.53 2.82
C 1.18 -3.86 4.65
C -1.81 -0.67 2.99
H 4.83 -2.86 -4.45
H -4.35 -8.37 -0.79
H 0.80 -1.89 -4.54
C -3.19 -2.62 2.66
H 4.55 -2.58 1.29
C 3.19 -0.28 -1.00
C 1.04 4.50 1.19
C -1.45 4.41 -1.47
H -3.22 -1.68 -0.59
H -2.66 0.86 4.23
H -2.69 -5.62 5.33
H 2.39 1.19 5.44
H 1.08 -6.77 1.18
C 0.06 5.12 0.44
H -3.84 1.85 -1.99
H -2.09 2.65 1.10
C -2.00 -1.92 2.43
H -3.21 1.40 1.68
N 0.23 2.98 -0.25
C 2.25 -3.66 -2.41
N 2.81 1.30 0.42
C 4.03 -1.60 -2.91
H 6.11 1.65 0.97
C 1.72 -2.94 1.99
H -6.02 1.39 -1.16
H -3.45 -7.30 -1.91
N 1.13 3.22 0.75
As -0.09 -4.58 0.56
H -3.59 -0.85 0.92
C -7.03 -0.69 -4.31
C 4.09 -2.76 -3.66
H 1.89 -0.49 -4.60
H -2.99 4.65 0.00
H 4.63 -2.33 3.05
H 2.75 -3.51 6.56
C -4.00 -0.80 4.00
N 2.20 0.43 -0.43
As -0.60 -6.05 3.95
O -3.17 -7.60 3.60
As -5.91 0.79 -3.66
C 0.42 1.77 -3.35
H 2.83 2.41 4.24
H -4.45 -0.39 -0.54
C 1.86 5.09 2.28
H -0.11 4.43 -3.15
C -0.40 4.15 -0.45
C 3.20 -3.80 -3.41
C 0.74 -4.04 2.25
H -4.76 5.13 -1.65
H -0.26 6.15 0.50
H -4.26 -0.97 -4.32
O 2.95 -3.27 2.39
C 5.10 1.98 1.19
C 2.07 -4.32 6.80
As -2.20 0.68 -0.49
H -1.82 1.71 -4.77
C -3.16 -6.63 2.89
H -4.78 -0.36 4.61
H -3.71 2.51 0.38
H 1.68 4.60 3.23
C -2.94 0.45 -3.39
C -2.86 1.41 -2.19
H -7.62 1.08 -1.82
*
```

Mulliken atomic charge list, values in e, 99 entries: -0.653 1.268 0.072 0.469 0.457 0.262 -0.268 1.011 -0.883 1.152 0.236 0.490 -0.812 0.262 0.603 -1.051 0.509 0.178 0.111 0.780 -2.116 0.245 -0.061 -0.019 -0.918 -1.549 0.162 -0.406 1.325 0.418 -1.473 -0.981 -1.210 0.335 0.470 -0.398 -0.568 -0.703 -0.324 0.373 0.469 0.406 -0.466 0.645 0.919 0.299 -1.009 -0.572 0.490 -1.556 0.232 -0.031 0.378 0.467 0.609 0.853 0.521 -0.274 -0.458 0.268 0.432 -2.101 -1.006 0.673 0.310 -0.180 0.293 0.397 0.762 0.412 -0.918 0.454 1.024 0.425 0.364 0.361 -1.014 -1.843 1.335 -0.995 -2.583 0.269 -1.244 -0.902 0.030 0.251 0.428 0.271 0.400 -0.328 0.267 -0.411 0.819 -0.237 0.320 0.572 0.393 0.486 0.404

---

(4)
Entry from OMol25: a single C4H9NO2 molecule (ωB97M-V with the def2-TZVPD basis set).

Computed properties:
SMILES string ... CCC(=O)NCO
Energy above the lowest of the compared OMol25 structures with the same formula, charge and spin ... 196.3 kJ/mol
HOMO ... -10.04 eV
Gap between HOMO and LUMO ... 0.3973 hartree

The geometry in ORCA input format:
```
! wB97M-V def2-TZVPD RIJCOSX def2/J DEFGRID3
* xyz 0 1
O -2.39 -0.07 -0.82
C -1.37 -0.93 -1.20
O 1.41 1.23 -0.85
N -0.13 -0.24 -1.51
H -1.92 -1.56 -1.96
H 1.99 -0.74 1.93
H 0.04 0.11 -2.48
H 2.36 0.68 1.00
H -0.37 1.10 1.33
C 1.64 0.26 1.69
H -1.26 -1.67 -0.35
C 0.51 0.50 -0.51
H -2.47 0.79 -1.21
C 0.28 0.28 0.97
H -0.26 -0.70 1.31
H 1.95 0.95 2.65
*
```

Computed Mulliken charges, given in elementary charges: -0.536 -0.297 -0.610 -0.201 0.293 0.288 0.289 0.309 0.285 -1.068 0.210 0.292 0.313 -0.049 0.221 0.259

---

(5)
Entry from OMol25: a single C18H14FNO3 molecule (ωB97M-V with the def2-TZVPD basis set).

Computed properties:
SMILES string ... CCNc1ccc2c(c1)C(=O)c1cc(CC(=O)F)ccc1C2=O
HOMO ... -9.24 eV
Gap between HOMO and LUMO ... 0.3119 hartree

The geometry in ORCA input format:
```
! wB97M-V def2-TZVPD RIJCOSX def2/J DEFGRID3
* xyz 0 1
C -1.75 0.09 -0.37
C 2.91 -4.06 1.45
C -2.32 2.42 -0.51
H 0.42 -4.41 2.52
F 3.38 -5.19 -0.57
C -2.00 -1.31 0.04
H -0.04 4.57 1.15
O 1.08 -0.79 -2.31
C 1.61 -3.37 1.08
C 0.38 -0.74 -1.33
O 3.02 -6.42 1.18
C -0.77 -2.06 0.41
C 3.11 -5.34 0.71
C 0.17 5.17 0.27
H 3.73 -3.39 1.23
H -1.31 4.20 -2.55
C 0.42 -3.67 1.74
C -1.16 2.70 -1.22
C -0.57 0.37 -1.07
C -0.28 1.66 -1.51
C -0.77 -3.03 1.41
H -1.68 -3.28 1.93
C -2.63 1.13 -0.09
H 2.49 -2.18 -0.51
C -1.00 5.10 -0.72
H -3.02 3.21 -0.27
H 2.92 -4.28 2.51
H 0.36 6.20 0.55
H -1.00 6.03 -1.29
H 1.07 4.80 -0.21
O -3.09 -1.80 0.07
H -3.55 0.93 0.44
H 0.62 1.87 -2.06
N -0.81 4.01 -1.68
H -1.95 5.07 -0.19
C 0.42 -1.78 -0.27
C 1.60 -2.43 0.05
*
```

Computed Mulliken charges, given in elementary charges: 0.474 -1.227 -0.468 0.454 -0.227 0.228 0.278 -0.548 0.734 -0.177 -0.474 0.556 0.634 -1.176 0.421 0.271 -0.404 0.178 0.599 -0.415 -1.110 0.466 -1.313 0.474 -0.245 0.393 0.402 0.390 0.423 0.303 -0.549 0.468 0.491 -0.367 0.187 0.492 -0.616

---

(6)
Entry from OMol25: a single C3H8OS molecule (ωB97M-V with the def2-TZVPD basis set).

Computed properties:
SMILES string ... C=[S@H](=O)CC
Energy above the lowest of the compared OMol25 structures with the same formula, charge and spin ... 340.6 kJ/mol
HOMO ... -8.54 eV
Gap between HOMO and LUMO ... 0.3312 hartree

The geometry in ORCA input format:
```
! wB97M-V def2-TZVPD RIJCOSX def2/J DEFGRID3
* xyz 0 1
H 2.16 -2.22 0.56
C -0.35 0.27 -0.77
H 0.52 0.64 -1.30
O -0.62 -2.01 0.67
H 2.50 -0.51 0.04
H -0.57 1.89 0.62
C -1.16 1.38 -0.14
C 1.81 -1.34 0.04
S 0.28 -0.89 0.52
H -0.12 0.07 1.75
H -2.05 0.97 0.33
H -0.95 -0.35 -1.43
H -1.46 2.10 -0.89
*
```

Computed Mulliken charges, given in elementary charges: 0.335 -0.338 0.400 -0.610 0.300 0.384 -1.277 -0.895 0.587 0.104 0.337 0.325 0.349